# 1
Below is C50H45BCeClF11NO6P3 as an isolated structure, with properties calculated with ωB97M-V with the def2-TZVPD basis set.

ORCA input file:
```
! wB97M-V def2-TZVPD RIJCOSX def2/J DEFGRID3
* xyz 2 1
Ce -0.332 0.338 0.831
O 0.796 -2.689 3.102
Cl 0.377 -1.561 2.412
O 0.984 -0.370 2.898
O -1.032 -1.377 2.458
O 0.723 -1.657 1.017
C 1.138 -1.377 -2.104
O 0.621 -0.130 -1.636
C 0.770 0.904 -2.615
C -0.429 1.848 -2.528
O -0.510 2.452 -1.240
C -0.228 3.853 -1.242
H 0.501 -1.778 -2.895
H 1.158 -2.053 -1.250
H 2.147 -1.243 -2.496
H 0.798 0.472 -3.619
H 1.707 1.448 -2.428
H -1.346 1.264 -2.669
H -0.352 2.603 -3.314
H -1.018 4.413 -1.756
H 0.730 4.059 -1.725
H -0.194 4.153 -0.194
C -4.086 -1.095 1.459
N -3.602 -0.871 0.078
P -3.211 0.824 -0.182
C -4.069 1.166 -1.767
C -3.867 2.443 -2.280
C -4.560 2.864 -3.400
C -5.469 2.013 -4.009
C -5.675 0.740 -3.499
C -4.978 0.312 -2.382
C -4.501 1.702 0.796
C -4.110 2.642 1.741
C -5.063 3.357 2.448
C -6.408 3.162 2.191
C -6.805 2.235 1.240
C -5.859 1.502 0.551
P -2.113 -1.825 -0.163
C -2.837 -3.421 0.375
C -3.976 -3.854 -0.304
C -4.600 -5.027 0.066
C -4.085 -5.785 1.107
C -2.949 -5.366 1.774
C -2.323 -4.182 1.415
C -2.018 -2.284 -1.942
C -1.421 -3.524 -2.181
C -1.159 -3.943 -3.470
C -1.479 -3.124 -4.542
C -2.035 -1.877 -4.313
C -2.296 -1.453 -3.020
H -4.974 -0.489 1.625
H -3.339 -0.843 2.223
H -4.359 -2.141 1.589
H -3.177 3.106 -1.776
H -4.395 3.854 -3.796
H -6.025 2.341 -4.874
H -6.389 0.081 -3.972
H -5.140 -0.683 -1.990
H -3.058 2.818 1.920
H -4.750 4.067 3.197
H -7.149 3.730 2.732
H -7.853 2.086 1.028
H -6.176 0.772 -0.181
H -4.373 -3.249 -1.107
H -5.486 -5.351 -0.456
H -4.581 -6.696 1.403
H -2.549 -5.957 2.582
H -1.451 -3.849 1.958
H -1.157 -4.166 -1.352
H -0.707 -4.908 -3.636
H -1.288 -3.451 -5.552
H -2.268 -1.228 -5.145
H -2.746 -0.487 -2.862
F -1.472 1.242 2.705
B -0.541 2.276 2.238
F -0.601 3.149 3.240
F 6.017 1.253 6.802
C 5.605 2.338 6.124
F 4.858 3.060 6.961
F 6.708 3.060 5.867
C 4.882 1.944 4.862
C 5.570 1.149 3.953
C 4.939 0.730 2.800
C 3.618 1.096 2.549
C 2.945 1.912 3.449
C 3.575 2.334 4.610
P 2.811 0.561 0.985
C 3.540 -1.108 0.805
C 3.573 -1.983 1.891
C 3.822 -3.330 1.691
C 4.073 -3.798 0.407
C 4.134 -2.921 -0.671
C 3.856 -1.583 -0.467
C 4.187 -5.271 0.116
F 4.307 -6.032 1.202
F 5.218 -5.566 -0.689
F 3.079 -5.697 -0.532
C 3.866 1.621 -0.090
C 3.291 2.846 -0.423
C 3.998 3.781 -1.156
C 5.294 3.481 -1.562
C 5.883 2.271 -1.223
C 5.168 1.342 -0.488
C 6.052 4.500 -2.370
F 7.099 3.974 -3.012
F 6.521 5.498 -1.609
F 5.267 5.063 -3.305
H 6.590 0.858 4.150
H 5.475 0.108 2.100
H 1.920 2.201 3.250
H 3.054 2.959 5.319
H 3.374 -1.618 2.890
H 3.783 -4.012 2.527
H 4.366 -3.292 -1.660
H 3.860 -0.893 -1.300
H 2.279 3.048 -0.086
H 3.558 4.732 -1.418
H 6.891 2.051 -1.538
H 5.640 0.404 -0.242
*
```

Values from the calculation:
HOMO-LUMO gap (alpha / beta) in eV: 5.660 / 5.664
HOMO level (alpha / beta) in Eh: -0.506 / -0.506
Energy in eV: -150222.5729

=====

# 2
Below is one molecule with the formula C5H7NO3, with properties calculated with ωB97M-V with the def2-TZVPD basis set.

ORCA input file:
```
! wB97M-V def2-TZVPD RIJCOSX def2/J DEFGRID3
* xyz 0 1
C 1.608 -1.173 -1.664
C 0.041 -1.040 0.213
C -0.199 0.073 1.221
C 0.147 1.425 1.041
C -1.750 1.028 -0.315
H 2.416 -0.655 -2.432
H -0.832 -1.706 -0.016
H 0.854 -1.834 0.678
H -0.219 -0.232 2.282
H 0.205 2.037 1.981
H 0.530 1.715 0.083
H -1.645 1.887 -0.918
N -1.295 1.144 0.987
O 1.508 -2.310 -1.393
O 0.870 -0.357 -0.837
O -2.238 -0.004 -0.911
*
```

Values from the calculation:
SMILES: O=COC[C@H]1CN1C=O
HOMO-LUMO gap in eV: 10.758
HOMO level in Eh: -0.365
Energy in eV: -12927.5030

=====

# 3
Below is one molecule with the formula C4H5BrO, with properties calculated with ωB97M-V with the def2-TZVPD basis set.

ORCA input file:
```
! wB97M-V def2-TZVPD RIJCOSX def2/J DEFGRID3
* xyz 0 1
C -0.325 0.869 -0.858
C 0.793 0.773 0.320
C 0.384 -0.723 0.477
C -0.746 -0.557 -0.528
O -0.664 1.654 -1.666
Br -2.390 -0.582 0.463
H 1.697 1.176 -0.099
H 0.746 1.392 1.300
H 1.093 -1.561 0.274
H 0.155 -1.050 1.494
H -0.743 -1.391 -1.177
*
```

Values from the calculation:
SMILES: O=C1CC[C@H]1Br
HOMO-LUMO gap in eV: 10.129
HOMO level in Eh: -0.361
Energy in eV: -76317.3737